# 1
Density functional theory data (ωB97M-V/def2-TZVPD) for a cluster of 2 separate species, C4H14N in total.

## Properties
LUMO level: -3.5 eV
Orbital gap: 12.652 eV
Total charge: +1
M: 76.2 g/mol
E_tot: -5858.623 eV
E_HOMO: -16.19 eV
Energy relative to the best compared isomer or geometry (same formula, charge and spin): 5.31 kcal/mol
Multiplicity: 1

Geometry (Å):
C  0.1580  0.1701  1.1485
C  -0.7661  1.0705  0.3195
C  -0.9307  2.5002  0.7952
N  -0.1575  -1.2594  0.8105
H  1.2029  0.3356  0.8936
H  0.0252  0.2954  2.2214
H  -1.7488  0.5835  0.3066
H  -0.3926  1.0255  -0.7068
H  -1.2178  2.5433  1.8463
H  -0.0503  3.0894  0.5737
H  -1.7766  2.9726  0.2968
H  -1.1234  -1.4589  1.0901
H  -0.1247  -1.4132  -0.2054
H  0.4511  -1.9377  1.2694
C  1.2888  -1.6787  -2.1294
H  2.0112  -1.1927  -1.4754
H  0.3627  -1.1171  -2.2483
H  1.0107  -2.6590  -1.7285
H  1.7779  -1.8694  -3.0781

---

# 2
Density functional theory data (ωB97M-V/def2-TZVPD) for an isolated molecule of C3H5BrN4O2 in a non-equilibrium geometry.

## Properties
LUMO level: -0.4 eV
Structure (SMILES): CN1N=CN(Br)[C@@H]1[N+](=O)[O-]
Orbital gap: 8.103 eV
M: 209.0 g/mol
E_tot: -83284.317 eV
E_HOMO: -8.48 eV
Energy relative to the best compared isomer or geometry (same formula, charge and spin): 18.34 kcal/mol
Multiplicity: 1

Geometry (Å):
C  1.0190  0.6593  -0.5742
N  -0.1614  0.5395  0.1825
N  -1.1365  1.4707  -0.0186
C  -2.1363  1.1217  0.6892
N  -1.8353  0.0189  1.5444
Br  -3.1276  -1.1451  2.1776
C  -0.5162  -0.3260  1.2290
N  0.4649  -0.0961  2.6284
O  0.2890  -0.7793  3.6191
O  1.2486  0.7851  2.4977
H  1.8937  0.2869  -0.1069
H  1.0622  0.1647  -1.5177
H  1.3767  1.6278  -0.7838
H  -3.0933  1.6352  0.6247
H  -0.3239  -1.4618  0.9627

---

# 3
Density functional theory data (ωB97M-V/def2-TZVPD) for a cluster of 3 separate species, C4H10IN2O2 in total in a non-equilibrium geometry.

## Properties
LUMO level: 3.1 eV
Orbital gap: 6.679 eV
Total charge: -1
M: 245.0 g/mol
E_tot: -19489.737 eV
E_HOMO: -3.60 eV
Energy relative to the best compared isomer or geometry (same formula, charge and spin): 25.78 kcal/mol
Multiplicity: 1

Geometry (Å):
I  2.8765  -2.4225  1.3336
O  -0.2738  -2.2324  -1.2424
C  -1.0807  -1.7828  -0.4484
N  -0.7201  -1.1618  0.6986
C  -2.5802  -1.7655  -0.7615
H  0.2568  -1.1172  0.9891
H  -1.3949  -1.0031  1.4259
H  -3.0545  -2.7228  -0.5473
H  -2.7113  -1.5361  -1.8153
H  -3.0733  -0.9940  -0.1655
O  2.1609  0.9375  -1.2174
C  1.7097  1.5085  -0.2423
N  2.1180  1.2607  1.0317
C  0.6372  2.5647  -0.4024
H  1.4299  1.5792  1.6981
H  2.6057  0.3982  1.2839
H  0.2742  2.4540  -1.4288
H  1.0727  3.5660  -0.4070
H  -0.2528  2.4695  0.2174

---

# 4
Density functional theory data (ωB97M-V/def2-TZVPD) for a structure of composition C35H20Br4FeN5O4STe in a non-equilibrium geometry.

## Properties
LUMO level (spin up / spin down): 0.6 / 0.9 eV
Orbital gap (spin up / spin down): 3.664 / 4.467 eV
Total charge: -1
M: 1109.7 g/mol
E_tot: -384947.632 eV
E_HOMO (spin up / spin down): -3.07 / -3.56 eV
Multiplicity: 1

Geometry (Å):
Fe  -0.3760  -0.4633  -0.4699
O  -6.6705  -0.2934  2.3522
N  -5.7120  -0.2757  3.1384
O  -5.8815  -0.2575  4.3664
C  -4.4021  -0.2851  2.6547
C  -3.3750  -0.2942  3.6129
C  -2.0327  -0.3517  3.2657
C  -0.9526  -0.4274  4.1870
C  0.3224  -0.5450  3.7021
C  0.5542  -0.5426  2.3216
N  -0.4364  -0.4571  1.4333
C  -1.6905  -0.3835  1.8850
C  -2.7140  -0.3879  0.9018
N  -2.2809  -0.4887  -0.3652
C  -3.1777  -0.5120  -1.3465
C  -4.5347  -0.4100  -1.1058
C  -5.0037  -0.3142  0.1932
C  -4.0870  -0.3256  1.2564
H  -3.6582  -0.2706  4.6520
H  -1.1623  -0.4280  5.2462
H  1.1652  -0.6536  4.3670
H  1.5541  -0.6688  1.9411
H  -2.7938  -0.5935  -2.3507
H  -5.2228  -0.4086  -1.9354
H  -6.0588  -0.2401  0.3923
Br  0.0025  -5.3836  -0.0675
C  1.3772  -4.0781  -0.1493
C  2.7133  -4.4418  -0.1177
C  3.6888  -3.4650  -0.1937
Br  5.5110  -4.0138  -0.1494
C  3.3741  -2.0982  -0.3216
C  4.2883  -1.0316  -0.4381
C  3.7924  0.2362  -0.6897
C  2.4271  0.4525  -0.7714
N  1.5334  -0.5114  -0.5549
C  1.9994  -1.7680  -0.3643
C  0.9733  -2.7410  -0.2518
O  -0.2531  -2.3486  -0.2840
H  2.9881  -5.4822  -0.0259
H  5.3513  -1.1985  -0.3618
H  4.4623  1.0680  -0.8352
H  2.0409  1.4267  -1.0265
C  -0.4260  -2.7306  -3.0633
C  -0.3768  -1.2818  -3.4166
C  -0.3308  -0.9237  -4.7563
C  -0.2918  0.4036  -5.1492
C  -0.3256  1.3878  -4.1515
C  -0.3187  2.7746  -4.3941
Br  -0.2079  3.4363  -6.1763
C  -0.3873  3.6954  -3.3742
C  -0.4502  3.2526  -2.0638
Br  -0.5941  4.5691  -0.6943
C  -0.4389  1.8899  -1.7336
O  -0.4891  1.4370  -0.5094
C  -0.3720  0.9577  -2.8010
N  -0.3823  -0.3560  -2.4371
H  -0.7951  -3.3252  -3.8962
H  -1.0591  -2.8948  -2.1964
H  0.5707  -3.0912  -2.8041
H  -0.3166  -1.6983  -5.5046
H  -0.2462  0.6821  -6.1886
H  -0.4019  4.7531  -3.5869
Te  0.8533  2.4449  1.5614
C  2.4511  3.0674  2.7851
C  2.6406  4.2624  3.4217
C  3.8787  4.3593  4.0852
C  4.6371  3.2385  3.9536
S  3.8453  2.0464  2.9984
H  1.9004  5.0436  3.3904
H  4.1866  5.2256  4.6425
H  5.6042  3.0289  4.3693

---

# 5
Density functional theory data (ωB97M-V/def2-TZVPD) for an isolated molecule of C4H4N2O2 in a non-equilibrium geometry.

## Properties
LUMO level: 0.7 eV
Structure (SMILES): [H]/N=c1\ccon1C=O
Orbital gap: 10.090 eV
M: 112.1 g/mol
E_tot: -11285.038 eV
E_HOMO: -9.35 eV
Energy relative to the best compared isomer or geometry (same formula, charge and spin): 80.74 kcal/mol
Multiplicity: 1

Geometry (Å):
H  0.3841  2.8604  -0.1603
N  -0.1365  2.0100  -0.3490
C  0.3898  0.9530  -0.0630
C  1.6823  0.4388  0.4741
C  1.7097  -0.8544  0.2591
O  0.6475  -1.3400  -0.4321
N  -0.2611  -0.2917  -0.4815
C  -1.5403  -0.7468  0.0336
O  -2.4228  -0.0459  0.4945
H  2.4580  1.0081  0.9699
H  2.3384  -1.7007  0.4424
H  -1.6443  -1.8511  -0.1620

---

- Look up the E_tot of the fourth one.
  -384947.632 eV